Entry 1:
{"formula": "C21H56BN3O14PS", "method": "the ωB97M-V functional and the def2-TZVPD basis", "symbols": ["C", "C", "O", "O", "C", "C", "C", "C", "N", "C", "P", "O", "O", "S", "N", "N", "O", "B", "O", "O", "H", "H", "H", "H", "H", "H", "H", "H", "H", "H", "H", "H", "H", "H", "C", "C", "O", "H", "H", "H", "H", "H", "H", "C", "C", "O", "H", "H", "H", "H", "H", "H", "C", "C", "O", "H", "H", "H", "H", "H", "H", "C", "C", "O", "H", "H", "H", "H", "H", "H", "C", "C", "O", "H", "H", "H", "H", "H", "H", "C", "C", "O", "H", "H", "H", "H", "H", "H", "C", "C", "O", "H", "H", "H", "H", "H", "H"], "coordinates": [[2.38343, -1.84017, 4.47917], [3.08881, -1.36614, 3.04375], [3.26272, -2.32871, 2.13474], [3.47430, 0.04765, 2.91421], [2.84993, 0.67912, 1.73127], [1.85394, 1.95453, 2.13907], [1.08463, 1.70071, 3.58872], [-0.47879, 2.17478, 3.45085], [-1.41533, 1.58004, 2.41981], [-2.80515, 2.18459, 2.56459], [-4.37510, 1.76130, 1.56267], [-4.42732, 2.47942, -0.04091], [-5.76855, 2.26828, 2.53557], [-4.58229, -0.18909, 1.25894], [-2.54238, 3.13904, 3.70867], [-1.24377, 3.19991, 4.26419], [-0.83376, 3.95283, 5.29977], [0.18151, 4.94925, 4.90572], [1.50032, 4.85919, 5.62709], [0.04146, 5.98008, 3.85435], [1.21422, -1.69546, 4.30347], [2.54773, -2.97473, 4.72024], [2.69453, -1.13706, 5.38109], [3.72906, 1.16143, 1.11052], [2.32071, -0.09774, 1.01528], [2.51034, 2.93712, 2.12742], [1.01175, 2.11091, 1.31757], [1.09844, 0.56463, 3.88626], [1.69228, 2.32949, 4.38483], [-1.13880, 0.85869, 1.71323], [-4.95335, 1.86081, -0.66159], [-5.78153, 1.65301, 3.35081], [1.46776, 3.97310, 6.13308], [0.02975, 5.47422, 2.96740], [-3.77966, 0.42877, -4.32625], [-5.17336, 0.70528, -3.80143], [-5.11097, 1.07998, -2.43328], [-3.30269, -0.37018, -3.74920], [-3.81069, 0.13414, -5.37894], [-3.14533, 1.31564, -4.22683], [-5.79736, -0.18963, -3.88229], [-5.65209, 1.51189, -4.36506], [-4.56162, 1.88038, -2.37335], [0.22355, 2.19195, -5.52789], [-0.83032, 3.10169, -4.93118], [-1.04833, 2.76356, -3.56947], [-0.08691, 1.14446, -5.45591], [0.40018, 2.43670, -6.57899], [1.16788, 2.28248, -4.98123], [-1.77817, 2.99195, -5.46627], [-0.52146, 4.14996, -4.98771], [-0.20270, 2.87242, -3.10142], [4.00451, -6.22973, 0.50944], [2.61080, -5.95322, 1.03426], [2.67320, -5.57852, 2.40240], [4.48147, -7.02868, 1.08649], [3.97347, -6.52435, -0.54325], [4.63883, -5.34286, 0.60885], [1.98680, -6.84813, 0.95340], [2.13208, -5.14661, 0.47063], [3.22255, -4.77812, 2.46234], [3.33533, 1.07825, -9.72462], [2.61224, 1.54241, -8.47722], [1.35275, 2.09808, -8.82512], [3.48231, 1.91329, -10.41737], [4.31040, 0.65122, -9.47403], [2.74593, 0.32378, -10.25584], [3.19420, 2.31184, -7.96139], [2.45002, 0.71045, -7.78514], [0.84054, 1.40439, -9.27504], [2.54612, -11.10524, 0.15931], [3.57250, -9.99503, 0.25032], [3.48163, -9.15568, -0.89132], [2.70250, -11.70055, -0.74620], [2.60608, -11.76411, 1.03006], [1.53374, -10.69272, 0.09829], [4.58366, -10.41078, 0.28890], [3.41481, -9.38730, 1.14657], [2.58268, -8.78488, -0.91170], [5.58478, 3.52171, 7.45434], [4.32076, 2.98518, 8.09364], [3.39670, 2.59527, 7.08856], [5.35744, 4.37970, 6.81327], [6.30601, 3.83100, 8.21597], [6.04895, 2.76208, 6.81693], [3.84844, 3.75414, 8.71203], [4.53804, 2.11903, 8.72613], [3.82261, 1.90624, 6.55019], [-8.20255, 2.61392, -1.80181], [-9.49734, 2.71591, -2.58119], [-9.95084, 1.41914, -2.94014], [-7.43429, 2.10893, -2.39642], [-7.83708, 3.60571, -1.52129], [-8.34336, 2.01989, -0.89291], [-9.34713, 3.29144, -3.49933], [-10.27441, 3.20822, -1.98851], [-10.08928, 0.91892, -2.11757]], "spin_multiplicity": 1, "energy_ev": -76606.48424, "gap_ev": 6.624, "fmax_ev_per_a": 10.1, "charge": 1, "lumo_energy_ev": -4.791}

---

Entry 2:
{"formula": "C5H10FN3O3", "method": "the ωB97M-V functional and the def2-TZVPD basis", "symbols": ["O", "N", "N", "C", "C", "F", "C", "O", "N", "C", "C", "O", "H", "H", "H", "H", "H", "H", "H", "H", "H", "H"], "coordinates": [[-0.94862, 0.55007, -2.07028], [-0.60704, 0.09252, -1.04213], [0.62306, 0.75831, -0.40176], [1.62914, 1.14211, -1.32542], [2.20861, 0.04441, -2.19750], [1.54622, -0.33247, -3.37022], [1.04372, -0.10154, 0.61364], [2.16627, -0.53890, 0.70807], [0.10218, -0.65352, 1.37235], [-1.09635, -0.00997, 1.72721], [-2.35690, -0.91396, 1.27046], [-3.69118, -0.70068, 1.91139], [1.29131, 2.05206, -1.89155], [2.52964, 1.50624, -0.67091], [3.09317, 0.74992, -2.56147], [2.52272, -0.68317, -1.28039], [0.68329, -1.41193, 1.87371], [-0.99182, 1.04626, 1.37607], [-1.39522, 0.13031, 2.85463], [-2.11886, -2.12131, 1.46752], [-2.41026, -0.81485, 0.07542], [-3.82308, 0.21010, 1.56117]], "spin_multiplicity": 1, "smiles": "O=NN(CCF)C(=O)NCCO", "energy_ev": -18672.15439, "gap_ev": 9.239, "fmax_ev_per_a": 4.5, "lumo_energy_ev": -0.519}

---

Entry 3:
{"formula": "C28H74BFLiN16O20", "method": "the ωB97M-V functional and the def2-TZVPD basis", "symbols": ["Li", "F", "O", "C", "O", "B", "O", "C", "O", "O", "C", "O", "C", "O", "O", "C", "C", "C", "O", "H", "H", "H", "H", "H", "H", "H", "H", "C", "C", "C", "O", "H", "H", "H", "H", "H", "H", "H", "H", "C", "C", "C", "O", "H", "H", "H", "H", "H", "H", "H", "H", "C", "C", "C", "O", "C", "N", "H", "H", "H", "H", "H", "H", "H", "H", "H", "H", "H", "C", "C", "C", "O", "C", "N", "H", "H", "H", "H", "H", "H", "H", "H", "H", "H", "H", "C", "O", "N", "N", "H", "H", "H", "H", "C", "O", "N", "N", "H", "H", "H", "H", "C", "O", "N", "N", "H", "H", "H", "H", "C", "O", "N", "N", "H", "H", "H", "H", "C", "O", "N", "N", "H", "H", "H", "H", "C", "O", "N", "N", "H", "H", "H", "H", "C", "O", "N", "N", "H", "H", "H", "H"], "coordinates": [[1.78979, 1.03615, -1.25623], [-0.15739, 0.27471, -1.24482], [0.40076, 0.91284, 5.25066], [-0.82468, 0.97115, 5.51848], [-1.36935, 1.28913, 6.68626], [-2.85293, 1.19680, 6.55119], [-3.06487, 0.63247, 5.18422], [-1.94550, 0.50424, 4.55293], [-1.79693, -0.04507, 3.45426], [-3.49507, 2.48302, 6.78314], [-4.21725, 2.44057, 7.91432], [-4.81748, 3.40138, 8.36725], [-4.12788, 1.00335, 8.46829], [-3.43969, 0.31712, 7.60588], [-4.73657, 0.47976, 9.45617], [-3.01317, 3.25439, 1.89033], [-4.39918, 2.66576, 1.72957], [-5.25015, 3.25782, 2.86784], [-4.73483, 3.07272, 0.42001], [-2.99880, 4.31735, 1.64947], [-2.27655, 2.64666, 1.36484], [-2.60201, 3.31806, 2.89780], [-4.23069, 1.58929, 1.75994], [-5.28437, 4.33337, 2.69430], [-4.83956, 3.00442, 3.84524], [-6.27780, 2.89490, 2.88646], [-5.66263, 2.83337, 0.36087], [4.14982, -0.88080, 2.01714], [4.53126, -1.47117, 3.44367], [3.33950, -1.83547, 4.29186], [5.24944, -2.58681, 3.16370], [3.58264, 0.04109, 2.14576], [3.55578, -1.56135, 1.40716], [4.96712, -0.53496, 1.38427], [5.15024, -0.76607, 3.99847], [2.74378, -0.92426, 4.34598], [3.51199, -2.21471, 5.29909], [2.65780, -2.49321, 3.75264], [4.67939, -3.32736, 2.94406], [-2.28672, -2.68801, -4.68036], [-1.17666, -1.99936, -3.89004], [-0.48024, -0.90771, -4.60496], [-1.75105, -1.53914, -2.68415], [-2.46728, -3.64794, -4.19660], [-1.87340, -2.99058, -5.64250], [-3.21768, -2.12118, -4.69052], [-0.41501, -2.72757, -3.61127], [0.05429, -0.20552, -3.96520], [-1.15371, -0.39726, -5.29342], [0.35141, -1.31859, -5.17735], [-1.12887, -0.84938, -2.44180], [-1.17897, -5.04715, -1.39684], [-1.75236, -6.10912, -0.42603], [-1.12725, -7.54682, -0.41763], [0.23901, -7.40875, -0.27618], [0.95781, -8.48448, -0.88522], [-1.68992, -5.51578, 0.87694], [-0.16650, -4.84948, -1.04480], [-1.71208, -4.10010, -1.31324], [-1.15990, -5.40288, -2.42698], [-2.79961, -6.31763, -0.64488], [-1.26007, -8.03043, -1.38540], [-1.58600, -8.12419, 0.38505], [2.01593, -8.48721, -0.62354], [0.98196, -8.29255, -1.95792], [0.36401, -9.37119, -0.66331], [-2.26879, -4.68819, 0.86663], [-0.77343, -5.14856, 1.08974], [-0.27451, 5.28545, -1.05199], [0.81006, 5.61798, -0.00299], [0.26110, 5.38119, 1.41171], [1.33243, 5.68640, 2.40512], [1.15602, 7.06139, 2.90584], [1.94131, 4.68051, -0.30929], [-0.91430, 6.15078, -1.22513], [-0.90642, 4.44810, -0.75595], [0.22898, 5.10499, -2.00175], [1.15704, 6.62408, -0.23850], [-0.04470, 4.34156, 1.52902], [-0.61378, 6.01516, 1.55585], [1.22867, 7.87030, 2.17888], [2.00380, 7.19654, 3.57748], [0.21469, 7.30349, 3.39919], [1.58422, 3.78998, 0.00622], [2.76191, 4.87526, 0.24640], [2.92832, -1.45728, -2.00638], [3.27497, -0.47018, -1.35319], [1.69308, -1.80394, -2.23173], [3.73638, -2.30229, -2.52172], [1.51000, -2.50940, -2.93095], [0.93958, -1.21949, -1.89892], [4.74398, -2.23525, -2.50359], [3.26431, -3.03785, -3.02789], [-2.48953, 2.55765, -2.72566], [-3.31295, 3.24465, -3.25024], [-2.48124, 2.13587, -1.47256], [-1.50058, 2.06605, -3.35553], [-1.70667, 1.54320, -1.21009], [-3.21263, 2.54305, -0.90744], [-1.07952, 1.36057, -2.76808], [-1.30100, 2.19298, -4.33745], [4.47310, 0.35648, -6.08675], [5.28772, 0.57021, -5.17787], [4.64472, 0.53265, -7.33187], [3.33910, -0.29914, -5.79602], [3.91244, 0.42296, -8.01877], [5.55671, 0.85786, -7.61933], [3.17463, -0.58641, -4.84181], [2.73137, -0.57645, -6.55356], [1.13800, 1.62694, 1.51500], [1.72596, 2.02374, 0.52816], [-0.00537, 0.97132, 1.42921], [1.48134, 1.75973, 2.74883], [-0.53643, 0.89031, 2.28449], [-0.35833, 0.67128, 0.53171], [0.97233, 1.23448, 3.44533], [2.23005, 2.38396, 3.01315], [1.29508, -3.61069, 1.10213], [0.79957, -4.33495, 1.96059], [2.18313, -4.07682, 0.25756], [1.12436, -2.33053, 0.96253], [2.43940, -5.05349, 0.23457], [2.63960, -3.47214, -0.41036], [0.55013, -1.81920, 1.61743], [1.73082, -1.84945, 0.31379], [2.47043, 2.95930, -3.64107], [2.36255, 1.99691, -2.90030], [2.57063, 4.18922, -3.18700], [2.64667, 2.88062, -4.91168], [2.41478, 4.89493, -3.89253], [2.33227, 4.33181, -2.21594], [2.80731, 1.94280, -5.25049], [2.71189, 3.71953, -5.47031], [-3.09410, -2.09373, 0.57371], [-3.41740, -2.86995, 1.45352], [-3.37557, -2.30635, -0.67975], [-2.34614, -1.04235, 0.75068], [-2.85691, -1.76633, -1.35759], [-3.91101, -3.12585, -0.92839], [-2.04792, -0.46547, -0.02286], [-2.16246, -0.79301, 1.71203]], "spin_multiplicity": 1, "energy_ev": -98641.98896, "gap_ev": 7.139, "fmax_ev_per_a": 6.3, "charge": -1, "lumo_energy_ev": 1.000}

---

Entry 4:
{"formula": "C3H6S", "method": "the ωB97M-V functional and the def2-TZVPD basis", "symbols": ["C", "C", "S", "C", "H", "H", "H", "H", "H", "H"], "coordinates": [[1.25283, 1.67227, -1.19579], [0.94368, 0.75446, -0.23452], [0.07820, -0.71304, -0.55575], [0.41425, -1.65299, 0.87277], [1.59765, 2.68027, -0.94816], [1.46000, 1.42781, -2.22845], [1.13007, 0.78065, 0.76147], [0.57763, -0.86843, 1.64868], [1.23409, -2.35246, 0.85087], [-0.49736, -2.20717, 1.17905]], "spin_multiplicity": 1, "smiles": "C=CSC", "energy_ev": -14042.06574, "gap_ev": 9.215, "relative_energy_kj_mol": 77.2, "fmax_ev_per_a": 4.2, "lumo_energy_ev": 1.037}